Record 1
13
Properties=species:S:1:pos:R:3 method="wB97M-V/def2-TZVPD" homo_lumo_gap_ev=10.70 largest_force_ev_per_a=0.56 smiles="C#C[C@H](C=O)CO" relative_energy_kcal_mol=59.4 total_energy_ha=-344.507218
C -0.885 -2.385 0.472
C -0.756 -1.249 0.094
C -0.477 0.129 -0.328
C 0.598 0.033 -1.408
O 1.784 0.055 -1.183
C -0.042 1.000 0.892
O 0.925 1.962 0.578
H -0.997 -3.390 0.815
H -1.374 0.552 -0.797
H 0.218 -0.089 -2.441
H 0.284 0.338 1.704
H -0.920 1.548 1.244
H 1.717 1.472 0.310

***

Record 2
13
Properties=species:S:1:pos:R:3 method="wB97M-V/def2-TZVPD" homo_lumo_gap_ev=10.47 largest_force_ev_per_a=0.60 smiles="C#CC(=O)[C@@H](C)O" relative_energy_kcal_mol=49.4 total_energy_ha=-344.523229
C -0.233 -1.541 -2.258
C -0.607 -0.759 -1.421
C -1.004 0.208 -0.407
O -1.940 0.965 -0.572
C -0.207 0.235 0.894
C 1.299 0.182 0.655
O -0.543 1.384 1.616
H 0.094 -2.232 -3.004
H -0.507 -0.676 1.447
H 1.808 0.374 1.604
H 1.611 0.943 -0.066
H 1.599 -0.803 0.284
H -1.369 1.718 1.227

***

Record 3
13
Properties=species:S:1:pos:R:3 method="wB97M-V/def2-TZVPD" homo_lumo_gap_ev=9.66 largest_force_ev_per_a=0.98 smiles="C=C1O[C@H](C)C1=O" relative_energy_kcal_mol=43.5 total_energy_ha=-344.532546
C -1.981 0.590 1.503
C -1.103 0.362 0.535
O 0.253 0.567 0.761
C 0.648 -0.466 -0.160
C 1.807 -0.017 -0.995
C -0.789 -0.456 -0.715
O -1.323 -0.869 -1.704
H -1.544 0.927 2.443
H -3.047 0.435 1.494
H 0.825 -1.394 0.403
H 2.696 0.076 -0.362
H 1.564 0.970 -1.397
H 1.993 -0.723 -1.807

***

Record 4
13
Properties=species:S:1:pos:R:3 method="wB97M-V/def2-TZVPD" homo_lumo_gap_ev=7.72 largest_force_ev_per_a=0.50 relative_energy_kcal_mol=106.0 total_energy_ha=-344.433038
C -1.150 -1.193 0.940
C -0.179 -0.194 0.376
O 0.658 -0.925 -0.653
C 1.774 -0.383 -0.876
O 2.111 0.727 -0.336
C -0.654 1.027 -0.156
C -0.867 2.183 -0.477
H -1.831 -0.651 1.604
H -0.647 -1.963 1.536
H -1.768 -1.699 0.181
H 1.332 0.902 0.309
H 2.484 -0.892 -1.520
H -1.263 3.062 -0.928

***

Record 5
13
Properties=species:S:1:pos:R:3 method="wB97M-V/def2-TZVPD" multiplicity=2 homo_lumo_gap_ev="8.73 / 5.72" largest_force_ev_per_a=3.48 relative_energy_kcal_mol=31.4 total_charge=+1 total_energy_ha=-344.015138
O 0.911 1.021 0.073
C 2.133 1.217 0.608
H -0.045 1.100 1.767
H 2.156 1.396 1.690
H 2.737 1.861 -0.035
C 3.015 -0.340 0.436
O 4.295 -0.059 0.354
H 2.601 -0.670 -0.523
H 2.684 -0.847 1.353
C -2.436 -0.029 -0.318
C -1.302 0.253 0.189
C -0.141 0.547 0.794
H 4.726 0.039 1.221

***

Record 6
14
Properties=species:S:1:pos:R:3 method="wB97M-V/def2-TZVPD" homo_lumo_gap_ev=8.96 largest_force_ev_per_a=4.37 smiles="C=CC(=O)C(=S)OC" relative_energy_kcal_mol=82.6 total_energy_ha=-742.653326
C -1.875 0.847 0.233
C -1.760 0.286 -0.973
C -0.521 -0.306 -1.320
O -0.331 -1.275 -2.059
C 0.607 0.251 -0.645
S 1.283 1.631 -0.474
O 0.950 -0.861 0.061
C 1.861 -0.695 1.077
H -2.984 1.185 0.650
H -1.000 0.629 1.075
H -2.635 0.340 -1.789
H 2.717 -0.373 0.567
H 1.711 0.003 1.860
H 1.976 -1.662 1.736

***

Copy entry 5 word for word.
13
Properties=species:S:1:pos:R:3 method="wB97M-V/def2-TZVPD" multiplicity=2 homo_lumo_gap_ev="8.73 / 5.72" largest_force_ev_per_a=3.48 relative_energy_kcal_mol=31.4 total_charge=+1 total_energy_ha=-344.015138
O 0.911 1.021 0.073
C 2.133 1.217 0.608
H -0.045 1.100 1.767
H 2.156 1.396 1.690
H 2.737 1.861 -0.035
C 3.015 -0.340 0.436
O 4.295 -0.059 0.354
H 2.601 -0.670 -0.523
H 2.684 -0.847 1.353
C -2.436 -0.029 -0.318
C -1.302 0.253 0.189
C -0.141 0.547 0.794
H 4.726 0.039 1.221